Record 1
# C11H20F6N5O4PtS2

C11H20F6N5O4PtS2 as an isolated structure (the ωB97M-V functional and the def2-TZVPD basis, the Open Molecules 2025 dataset).

Values from the calculation:
Frontier orbital gap = 6.548 eV
HOMO energy = -19.758 eV
Largest force on an atom = 2.87 eV/Å
Energy above the lowest of the compared OMol25 structures with the same formula, charge and spin = 276.0 kJ/mol
Molar mass = 659.5 g/mol

Geometry as ORCA input:
```
! RIJCOSX wB97M-V def2-TZVPD def2/J DEFGRID3
* xyz 3 1
Pt 0.2594 0.2379 0.1548
C -0.2612 3.1506 -0.4590
C -1.4315 2.2898 -0.8389
N -1.6084 1.2512 0.1888
C -2.0282 1.6177 1.5761
C -1.3955 0.6072 2.4652
N 0.0638 0.4415 2.1280
C 1.0452 1.4547 2.5872
C 0.9621 2.6828 1.7400
N 0.7469 2.3011 0.2977
H 0.1902 3.5422 -1.3686
H -0.5245 4.0084 0.1563
H -2.3505 2.8628 -0.9816
H -1.2272 1.7752 -1.7801
H -2.2114 0.4911 -0.1781
H -1.7623 2.6489 1.7951
H -3.1125 1.5488 1.6698
H -1.5048 0.8456 3.5247
H -1.8648 -0.3633 2.2978
H 0.3543 -0.4674 2.5058
H 0.8828 1.6879 3.6409
H 2.0291 1.0009 2.5050
H 0.1811 3.3716 2.0444
H 1.9016 3.2253 1.8473
H 1.6414 2.3387 -0.1886
F -1.8376 -0.6592 -3.5547
C -2.5374 -1.7653 -3.3180
F -3.8233 -1.5292 -3.3724
F -2.1678 -2.7326 -4.1099
S -2.1982 -2.2636 -1.5246
O -1.9784 -0.9874 -0.7972
O -3.2291 -3.1273 -1.0824
N -0.7233 -2.9691 -1.6759
S 0.5178 -2.2657 -1.1209
O 0.5054 -1.9897 0.3701
O 0.8491 -0.9468 -1.7754
C 1.8337 -3.5565 -1.4910
F 1.8410 -3.7619 -2.7696
F 2.9655 -2.9947 -1.0751
F 1.5417 -4.6130 -0.7976
C 5.3602 -1.5191 0.9113
C 4.8006 -0.5831 -0.1855
C 3.3939 -0.2217 0.0373
N 2.3066 0.1032 0.2349
H 6.4343 -1.5908 0.7677
H 4.9413 -2.5169 0.8189
H 5.1612 -1.1404 1.9108
H 4.8734 -1.0245 -1.1819
H 5.3590 0.3551 -0.2310
*
```

=====

Record 2
# C11H20N2O4S

One molecule with the formula C11H20N2O4S (the ωB97M-V functional and the def2-TZVPD basis, the Open Molecules 2025 dataset).

Values from the calculation:
Frontier orbital gap = 8.504 eV
HOMO energy = -8.223 eV
Largest force on an atom = 18.50 eV/Å
Energy above the lowest of the compared OMol25 structures with the same formula, charge and spin = 1185.4 kJ/mol
Structure (SMILES) = CS(=O)(=O)N1CCC[C@H](C(=O)N2CCOCC2)C1
Molar mass = 276.4 g/mol

Geometry as ORCA input:
```
! RIJCOSX wB97M-V def2-TZVPD def2/J DEFGRID3
* xyz 0 1
C -3.7814 -1.6789 -1.5281
S -3.0121 -1.2821 -0.2467
O -1.9414 -2.0198 0.2016
O -4.1224 -1.1532 1.1004
N -2.6237 0.4694 -0.6739
C -2.9032 1.6021 0.3542
C -1.8637 1.4919 1.6153
C -0.5678 1.6538 1.0903
C -0.2517 0.7539 0.0086
C 1.0662 0.8622 -0.7547
O 1.3055 1.1376 -1.8456
N 2.2794 0.4519 0.0824
C 2.2967 -0.4162 1.1442
C 2.9454 -1.9437 1.0281
O 4.1503 -1.7201 0.4770
C 4.2425 -0.8167 -0.8670
C 3.5266 0.4737 -0.6521
C -1.3230 0.5723 -1.1971
H -3.9930 -2.7132 -1.4648
H -2.9559 -1.5238 -2.4463
H -4.6274 -1.0687 -1.8184
H -3.9435 1.2543 0.6613
H -2.8943 2.4836 -0.1144
H -1.9937 0.4666 2.0790
H -2.1647 2.2894 2.2227
H 0.2878 1.8931 1.8246
H -0.3819 2.6510 0.2798
H -0.2119 -0.2489 0.4645
H 2.8877 0.0966 2.1046
H 1.3333 -0.7009 1.7153
H 2.2315 -2.1604 0.0606
H 3.1263 -2.3266 1.8878
H 3.4810 -1.3976 -1.4244
H 5.1004 -0.8207 -0.9973
H 4.1131 1.1253 0.2736
H 3.4623 1.1364 -1.4441
H -1.0785 -0.3549 -1.7692
H -1.2007 1.4813 -1.4317
*
```

=====

Record 3
# C11H20N2O5

A 2-piece molecular cluster, C11H20N2O5 overall (the ωB97M-V functional and the def2-TZVPD basis, the Open Molecules 2025 dataset).

Values from the calculation:
Frontier orbital gap = 10.229 eV
HOMO energy = -9.629 eV
Largest force on an atom = 1.92 eV/Å
Energy above the lowest of the compared OMol25 structures with the same formula, charge and spin = 0.0 kJ/mol
Structure (SMILES) = CC(=O)CCCC(=O)O.CNC(=O)CNC(C)=O
Molar mass = 260.3 g/mol

Geometry as ORCA input:
```
! RIJCOSX wB97M-V def2-TZVPD def2/J DEFGRID3
* xyz 0 1
C -0.7658 2.6071 -1.6247
C -0.0089 1.2977 -1.7794
O 1.1300 1.2042 -1.3311
C -0.6715 0.1474 -2.5385
C 0.1513 -1.1473 -2.5332
C -0.6216 -2.2566 -3.2546
C 0.1778 -3.5507 -3.2767
O 0.9646 -3.7319 -4.1882
O -0.0171 -4.4356 -2.2751
H -0.1542 3.3392 -1.0898
H -1.0196 3.0096 -2.6084
H -1.6885 2.4404 -1.0627
H -0.8392 0.4672 -3.5711
H -1.6486 -0.0442 -2.0845
H 0.3566 -1.4530 -1.5010
H 1.1120 -0.9780 -3.0327
H -1.5734 -2.4395 -2.7482
H -0.8396 -1.9551 -4.2836
H 0.5783 -5.1745 -2.4721
C -2.0420 2.4612 2.2577
N -1.1465 1.3161 2.4077
C -1.0922 0.2719 1.5736
O -1.8073 0.1881 0.5777
C -0.0638 -0.8306 1.8609
N 1.2901 -0.3449 2.1659
C 1.6648 0.2095 3.3173
C 3.1145 0.6164 3.4361
O 0.8902 0.4103 4.2435
H -1.6267 3.1608 1.5313
H -3.0206 2.1265 1.9073
H -2.1621 2.9663 3.2168
H -0.5342 1.2838 3.2177
H -0.4265 -1.4143 2.7079
H -0.0192 -1.4864 0.9918
H 1.9827 -0.4231 1.4374
H 3.3811 1.2639 2.6028
H 3.2559 1.1525 4.3737
H 3.7393 -0.2745 3.4284
*
```